{"formula": "C61H62O9", "method": "ωB97M-V/def2-TZVPD", "elements": ["C", "C", "O", "O", "C", "C", "C", "C", "C", "C", "C", "O", "C", "C", "C", "C", "C", "C", "C", "C", "C", "C", "C", "C", "C", "O", "C", "C", "C", "C", "C", "C", "C", "C", "C", "C", "C", "O", "H", "H", "H", "H", "H", "H", "H", "H", "H", "H", "H", "H", "H", "H", "H", "H", "H", "H", "H", "H", "H", "H", "H", "H", "H", "H", "H", "H", "H", "H", "H", "H", "H", "H", "H", "H", "H", "H", "H", "H", "H", "H", "H", "H", "H", "H", "O", "C", "C", "C", "C", "C", "C", "C", "C", "O", "C", "C", "C", "C", "C", "C", "H", "H", "H", "H", "H", "H", "H", "H", "O", "C", "C", "C", "C", "C", "C", "C", "C", "O", "C", "C", "C", "C", "C", "C", "H", "H", "H", "H", "H", "H", "H", "H"], "coordinates": [[0.28, 5.90, 4.23], [1.56, 5.05, 3.81], [2.40, 5.62, 3.06], [1.87, 3.73, 4.24], [0.77, 2.81, 4.05], [1.09, 1.59, 3.06], [1.51, 2.00, 1.57], [0.64, 3.18, 0.91], [-0.61, 2.69, 0.05], [-1.63, 3.67, -0.22], [-2.86, 3.21, -1.12], [-3.46, 3.96, -1.94], [-3.34, 1.68, -0.96], [-4.92, 1.37, -1.07], [-5.56, 1.78, 0.35], [-6.91, 2.63, 0.26], [-6.87, 3.85, -0.80], [-8.25, 1.71, 0.08], [-9.31, 2.15, 1.21], [-10.67, 1.32, 1.22], [-10.84, 0.38, 2.29], [-9.62, -0.40, 2.98], [-12.36, 0.16, 2.82], [-2.34, 0.71, -0.70], [-2.72, -0.84, -0.53], [-1.60, -1.67, -0.10], [-2.21, -2.89, 0.39], [-3.37, -3.63, -0.37], [-4.07, -4.91, 0.13], [-5.26, -5.54, -0.75], [-3.61, -5.57, 1.46], [-2.45, -4.86, 2.25], [-1.74, -3.56, 1.73], [-0.53, -2.93, 2.61], [-1.03, -1.72, 3.53], [0.20, -4.12, 3.43], [-0.82, 1.25, -0.58], [0.10, 0.52, -1.03], [-0.05, 6.47, 3.28], [-0.62, 5.22, 4.50], [0.47, 6.70, 5.02], [-0.21, 3.29, 3.70], [0.55, 2.35, 5.08], [0.22, 0.85, 3.13], [2.00, 1.04, 3.52], [2.60, 2.38, 1.63], [1.56, 1.04, 0.96], [0.27, 3.98, 1.63], [1.35, 3.72, 0.17], [-1.58, 4.74, 0.15], [-5.41, 1.85, -1.98], [-5.08, 0.23, -1.19], [-4.74, 2.29, 0.97], [-5.81, 0.80, 0.92], [-7.05, 3.13, 1.30], [-6.73, 3.53, -1.88], [-7.92, 4.34, -0.75], [-6.14, 4.67, -0.46], [-7.95, 0.63, 0.31], [-8.68, 1.79, -0.99], [-8.78, 2.04, 2.22], [-9.51, 3.28, 1.07], [-11.47, 1.51, 0.43], [-8.80, -0.68, 2.22], [-9.09, 0.26, 3.78], [-10.02, -1.32, 3.52], [-12.47, -0.97, 3.02], [-12.48, 0.78, 3.78], [-13.08, 0.51, 1.99], [-3.01, -1.21, -1.59], [-3.60, -0.95, 0.20], [-3.76, -3.20, -1.37], [-5.32, -4.94, -1.73], [-5.09, -6.66, -0.96], [-6.23, -5.35, -0.14], [-4.09, -6.53, 1.86], [-2.17, -5.37, 3.24], [0.26, -2.52, 1.87], [-1.82, -2.02, 4.30], [-0.10, -1.24, 4.00], [-1.53, -0.95, 2.83], [1.26, -3.87, 3.74], [0.26, -5.04, 2.74], [-0.46, -4.44, 4.32], [2.55, -1.90, -3.21], [3.37, -1.20, -3.77], [4.42, -1.79, -4.63], [4.45, -3.18, -4.82], [5.40, -3.74, -5.66], [6.32, -2.93, -6.31], [6.31, -1.56, -6.12], [5.36, -0.98, -5.27], [5.36, 0.48, -5.05], [6.21, 1.18, -5.56], [4.30, 1.08, -4.20], [4.27, 2.46, -4.02], [3.26, 3.04, -3.25], [2.28, 2.24, -2.67], [2.32, 0.86, -2.84], [3.33, 0.27, -3.60], [3.73, -3.81, -4.31], [5.42, -4.82, -5.80], [7.06, -3.37, -6.98], [7.03, -0.93, -6.63], [5.03, 3.09, -4.47], [3.24, 4.11, -3.11], [1.49, 2.69, -2.08], [1.56, 0.24, -2.38], [7.79, 1.37, 0.05], [8.13, 0.21, -0.16], [9.55, -0.18, -0.11], [10.52, 0.78, 0.19], [11.86, 0.42, 0.28], [12.24, -0.91, 0.06], [11.28, -1.86, -0.26], [9.94, -1.50, -0.35], [8.93, -2.52, -0.71], [9.27, -3.66, -0.97], [7.50, -2.13, -0.73], [6.53, -3.10, -1.04], [5.18, -2.75, -1.03], [4.79, -1.45, -0.73], [5.76, -0.48, -0.44], [7.11, -0.82, -0.45], [10.23, 1.81, 0.37], [12.61, 1.17, 0.52], [13.28, -1.19, 0.14], [11.58, -2.89, -0.43], [6.83, -4.11, -1.27], [4.43, -3.50, -1.26], [3.74, -1.18, -0.71], [5.45, 0.53, -0.21]], "mulliken_charge": [-0.79, 0.70, -0.54, -0.31, -0.63, -0.19, -0.36, -0.22, 0.56, -0.71, 0.06, -0.60, 0.15, -0.44, -0.89, 0.21, -1.26, -0.47, -0.55, -0.49, 0.50, -1.01, -1.01, 0.22, -0.88, 0.08, -0.10, -0.55, 0.75, -1.09, -0.67, -0.47, 0.39, 0.88, -0.78, -1.44, 0.00, -0.45, 0.26, 0.25, 0.33, 0.22, 0.33, -0.27, 0.47, 0.40, 0.11, 0.09, 0.29, 0.38, 0.39, 0.28, 0.48, 0.39, 0.30, 0.27, 0.40, 0.25, 0.15, 0.28, 0.27, 0.33, 0.24, 0.19, 0.26, 0.35, 0.30, 0.23, 0.30, 0.17, 0.59, 0.01, 0.30, 0.31, 0.27, 0.28, 0.12, 0.08, 0.29, 0.30, 0.11, 0.36, 0.40, 0.25, -0.73, 0.44, 0.26, -0.50, -0.61, -0.50, -0.59, 0.18, 0.65, -0.70, 0.27, -0.79, -0.79, -0.17, -0.56, 0.15, 0.45, 0.41, 0.41, 0.48, 0.49, 0.43, 0.30, 1.07, -0.68, 0.47, 0.23, -0.53, -0.47, -0.46, -0.55, 0.19, 0.61, -0.68, 0.28, -0.69, -0.69, -0.30, -0.67, 0.11, 0.46, 0.39, 0.39, 0.46, 0.48, 0.43, 0.62, 0.60], "charge": 0, "smiles": "CC(=O)OCCCCC1=CC(=O)C(CC[C@@H](C)CCC=C(C)C)=C(COc2cc(C)ccc2C(C)C)C1=O.O=C1c2ccccc2C(=O)c2ccccc21.O=C1c2ccccc2C(=O)c2ccccc21", "homo_lumo_gap_ev": 7.20, "max_force_ha_per_bohr": 0.0940}

***

{"formula": "C61H63Cl2NO23S2", "method": "ωB97M-V/def2-TZVPD", "elements": ["C", "C", "C", "C", "C", "C", "C", "C", "C", "C", "C", "S", "O", "O", "C", "C", "C", "C", "Cl", "C", "C", "N", "C", "C", "C", "C", "C", "C", "C", "C", "C", "O", "C", "C", "C", "C", "Cl", "C", "S", "H", "H", "H", "H", "H", "H", "H", "H", "H", "H", "H", "H", "H", "H", "H", "H", "H", "H", "H", "H", "H", "H", "H", "H", "H", "H", "H", "H", "H", "H", "H", "H", "H", "H", "H", "H", "H", "H", "H", "H", "H", "H", "H", "O", "C", "C", "C", "O", "C", "O", "C", "C", "O", "H", "H", "H", "H", "O", "C", "C", "C", "O", "C", "O", "C", "C", "O", "H", "H", "H", "H", "O", "C", "C", "C", "O", "C", "O", "C", "C", "O", "H", "H", "H", "H", "O", "C", "C", "C", "O", "C", "O", "C", "C", "O", "H", "H", "H", "H", "O", "C", "C", "C", "O", "C", "O", "C", "C", "O", "H", "H", "H", "H"], "coordinates": [[0.01, -1.82, 5.21], [-1.30, -2.12, 4.43], [-2.55, -1.66, 5.19], [-3.86, -1.69, 4.35], [-4.88, -2.73, 4.84], [-6.18, -2.74, 3.99], [-6.13, -3.75, 2.78], [-5.90, -3.05, 1.45], [-6.80, -2.08, 1.09], [-6.70, -1.35, -0.06], [-7.72, -0.27, -0.41], [-9.40, -0.93, -0.33], [-9.34, -2.33, -0.64], [-10.18, -0.17, -1.27], [-5.64, -1.62, -0.89], [-4.72, -2.60, -0.58], [-4.83, -3.34, 0.59], [-3.79, -4.42, 0.83], [-4.63, -6.02, 1.03], [-2.84, -4.14, 2.01], [-1.84, -5.31, 2.14], [-3.61, -2.90, -1.45], [-4.11, -3.64, -2.68], [-3.48, -5.01, -2.91], [-1.96, -4.99, -3.19], [-1.52, -5.89, -4.36], [-0.98, -7.27, -3.87], [-2.90, -1.70, -1.79], [-1.51, -1.61, -1.63], [-0.75, -2.79, -1.04], [0.47, -3.25, -1.83], [0.64, -3.11, -3.02], [-0.85, -0.45, -1.99], [0.65, -0.25, -1.86], [-1.54, 0.62, -2.51], [-2.90, 0.57, -2.64], [-3.79, 1.93, -3.28], [-3.56, -0.58, -2.28], [-5.33, -0.72, -2.41], [0.04, -0.80, 5.60], [0.19, -2.58, 5.97], [0.84, -1.91, 4.49], [-1.35, -3.22, 4.36], [-1.20, -1.66, 3.45], [-2.68, -2.32, 6.06], [-2.39, -0.63, 5.54], [-4.34, -0.71, 4.47], [-3.66, -1.79, 3.28], [-4.46, -3.73, 4.98], [-5.20, -2.38, 5.84], [-6.28, -1.71, 3.64], [-7.01, -3.00, 4.64], [-7.08, -4.29, 2.77], [-5.37, -4.48, 3.02], [-7.62, -1.89, 1.79], [-7.58, 0.64, 0.17], [-7.57, -0.04, -1.47], [-9.94, -0.69, 0.90], [-3.15, -4.56, -0.03], [-2.34, -3.17, 1.88], [-3.44, -4.06, 2.92], [-1.74, -5.83, 1.18], [-2.20, -6.03, 2.88], [-0.85, -5.00, 2.49], [-3.93, -2.97, -3.54], [-5.20, -3.70, -2.59], [-3.76, -5.70, -2.10], [-3.96, -5.42, -3.81], [-1.66, -3.95, -3.37], [-1.46, -5.34, -2.28], [-0.73, -5.39, -4.92], [-2.34, -6.03, -5.06], [-1.81, -7.98, -3.94], [-0.12, -7.61, -4.45], [-0.66, -7.24, -2.83], [-1.44, -3.62, -0.87], [-0.40, -2.50, -0.04], [1.24, -3.80, -1.24], [0.90, 0.81, -1.93], [1.03, -0.68, -0.92], [1.13, -0.82, -2.66], [-0.99, 1.50, -2.81], [6.17, 5.31, 0.26], [5.31, 4.65, -0.30], [4.32, 5.23, -1.21], [3.40, 4.45, -1.78], [2.47, 4.93, -2.62], [3.35, 2.98, -1.52], [2.48, 2.32, -2.06], [4.35, 2.40, -0.64], [5.27, 3.17, -0.06], [6.21, 2.68, 0.75], [4.37, 6.30, -1.38], [1.94, 4.15, -2.88], [4.31, 1.33, -0.47], [6.75, 3.45, 1.03], [-0.82, -2.89, 8.43], [-0.08, -3.70, 8.96], [0.99, -3.34, 9.87], [1.77, -4.28, 10.40], [2.77, -4.00, 11.24], [1.57, -5.74, 10.09], [2.33, -6.55, 10.59], [0.48, -6.11, 9.20], [-0.30, -5.16, 8.67], [-1.32, -5.44, 7.85], [1.13, -2.29, 10.08], [3.17, -4.86, 11.47], [0.33, -7.16, 8.99], [-1.71, -4.58, 7.61], [8.47, 2.02, -7.35], [7.78, 2.22, -6.37], [6.72, 3.21, -6.32], [6.01, 3.38, -5.20], [5.02, 4.28, -5.12], [6.28, 2.58, -3.96], [5.62, 2.80, -2.96], [7.33, 1.58, -4.01], [8.04, 1.40, -5.13], [9.01, 0.49, -5.23], [6.53, 3.78, -7.22], [4.67, 4.21, -4.21], [7.51, 1.00, -3.12], [9.36, 0.57, -6.14], [-2.37, 7.38, -7.95], [-1.99, 6.78, -6.96], [-0.76, 7.11, -6.24], [-0.40, 6.39, -5.17], [0.71, 6.65, -4.49], [-1.22, 5.23, -4.68], [-0.82, 4.61, -3.71], [-2.46, 4.92, -5.38], [-2.83, 5.64, -6.45], [-3.95, 5.40, -7.13], [-0.18, 7.94, -6.61], [0.75, 6.00, -3.77], [-3.05, 4.10, -5.01], [-3.97, 6.05, -7.85], [6.79, 10.65, -0.33], [7.63, 9.94, 0.19], [8.72, 10.45, 1.01], [9.61, 9.61, 1.55], [10.62, 10.03, 2.30], [9.53, 8.12, 1.32], [10.38, 7.41, 1.82], [8.43, 7.61, 0.52], [7.53, 8.45, -0.01], [6.50, 8.03, -0.74], [8.77, 11.52, 1.16], [11.11, 9.22, 2.56], [8.36, 6.54, 0.38], [6.02, 8.84, -1.00]], "mulliken_charge": [-1.34, 0.32, -0.46, -0.42, -0.88, -0.84, -1.22, 0.54, -0.61, 1.08, -1.40, 0.96, -0.55, -0.65, 0.87, -1.88, 0.41, 0.90, -0.18, 0.79, -1.78, 1.70, -1.12, -0.82, 0.41, -0.78, -1.13, -1.73, 0.14, 0.58, -0.43, -0.48, 1.54, -1.68, -0.88, 0.92, -0.36, 0.75, -0.72, 0.37, 0.12, 0.43, -0.01, 0.23, 0.00, 0.30, 0.51, 0.10, 0.31, 0.54, 0.45, 0.37, 0.61, 0.33, 0.41, 0.52, 0.45, 0.15, -1.17, 0.29, -0.72, 0.39, 0.46, 0.32, 0.56, 0.41, 0.00, 0.70, -0.01, -0.04, 0.31, 0.46, 0.27, 0.34, 0.33, -1.07, 0.52, 0.40, 0.20, 0.29, 0.34, 0.71, -0.58, 0.93, -0.59, -0.62, -0.44, 1.37, -0.66, -0.94, 0.30, -0.62, 0.55, 0.32, 0.48, 0.33, -0.56, 1.01, -1.03, 0.36, -0.57, 1.00, -0.61, -0.89, 0.34, -0.57, 0.44, 0.36, 0.43, 0.29, -0.61, 0.99, -0.87, 0.38, -0.60, 0.61, -0.13, -1.09, 0.38, -0.57, 0.45, 0.30, 0.46, 0.36, -0.61, 0.93, -0.91, 0.28, -0.56, 1.18, -0.59, -0.96, 0.42, -0.57, 0.44, 0.28, 0.35, 0.35, -0.63, 0.98, -0.97, 0.33, -0.56, 1.05, -0.62, -0.85, 0.06, -0.42, 0.42, 0.36, 0.51, 0.36], "charge": 0, "smiles": "CCCCCCCc1cc(C[SH](=O)=O)c2c(c1[C@H](Cl)CC)N(CCCCC)c1c(CC=O)c(C)cc(Cl)c1S2.O=C1C=C(O)C(=O)C=C1O.O=C1C=C(O)C(=O)C=C1O.O=C1C=C(O)C(=O)C=C1O.O=C1C=C(O)C(=O)C=C1O.O=C1C=C(O)C(=O)C=C1O", "homo_lumo_gap_ev": 6.45, "max_force_ha_per_bohr": 0.0447}

***

{"formula": "C61H65AlBN12O2", "method": "ωB97M-V/def2-TZVPD", "elements": ["C", "O", "B", "O", "Al", "C", "C", "C", "C", "N", "C", "H", "H", "H", "H", "H", "H", "H", "H", "H", "H", "N", "C", "C", "C", "C", "C", "H", "H", "H", "H", "H", "N", "C", "C", "C", "C", "C", "H", "H", "H", "H", "H", "N", "C", "C", "C", "C", "C", "H", "H", "H", "H", "H", "N", "C", "C", "C", "C", "C", "H", "H", "H", "H", "H", "N", "C", "C", "C", "C", "C", "H", "H", "H", "H", "H", "N", "C", "C", "C", "C", "C", "H", "H", "H", "H", "H", "N", "C", "C", "C", "C", "C", "H", "H", "H", "H", "H", "N", "C", "C", "C", "C", "C", "H", "H", "H", "H", "H", "N", "C", "C", "C", "C", "C", "H", "H", "H", "H", "H", "N", "C", "C", "C", "C", "C", "H", "H", "H", "H", "H", "N", "C", "C", "C", "C", "C", "H", "H", "H", "H", "H"], "coordinates": [[0.46, 3.79, 5.20], [0.08, 5.18, 5.02], [0.02, 5.54, 3.61], [1.30, 5.55, 2.89], [-1.67, 6.08, 2.54], [-3.43, 5.31, 3.29], [-3.44, 3.97, 4.04], [-4.86, 3.59, 4.47], [-6.02, 4.51, 4.14], [-6.06, 5.77, 3.50], [-4.73, 6.07, 3.12], [-0.26, 3.18, 4.53], [1.52, 3.57, 4.79], [0.39, 3.48, 6.30], [1.70, 4.65, 2.91], [-1.78, 7.69, 2.63], [-1.47, 5.76, 0.98], [-2.54, 3.33, 4.22], [-5.05, 2.62, 5.03], [-7.05, 4.12, 4.47], [-4.63, 7.08, 2.59], [3.48, 3.89, 1.15], [4.45, 4.82, 1.03], [5.39, 4.82, 0.01], [5.33, 3.80, -0.93], [4.35, 2.83, -0.82], [3.45, 2.92, 0.23], [4.45, 5.59, 1.79], [6.14, 5.59, -0.04], [6.05, 3.76, -1.74], [4.28, 2.02, -1.54], [2.66, 2.19, 0.35], [4.20, 6.97, -3.66], [3.67, 6.53, -2.50], [2.44, 6.92, -2.02], [1.70, 7.83, -2.76], [2.21, 8.30, -3.96], [3.46, 7.84, -4.36], [4.29, 5.83, -1.96], [2.06, 6.53, -1.08], [0.72, 8.16, -2.41], [1.66, 9.01, -4.56], [3.90, 8.18, -5.29], [5.37, -0.49, -1.99], [5.09, -0.90, -3.24], [4.90, -2.23, -3.58], [5.01, -3.19, -2.59], [5.29, -2.79, -1.29], [5.46, -1.44, -1.04], [5.03, -0.12, -3.98], [4.68, -2.51, -4.61], [4.87, -4.24, -2.82], [5.38, -3.51, -0.49], [5.69, -1.07, -0.05], [-0.09, -4.39, -2.67], [1.08, -3.73, -2.66], [1.27, -2.48, -3.21], [0.19, -1.85, -3.82], [-1.03, -2.51, -3.85], [-1.12, -3.76, -3.27], [1.90, -4.26, -2.18], [2.24, -2.00, -3.17], [0.30, -0.87, -4.26], [-1.90, -2.05, -4.31], [-2.06, -4.31, -3.26], [5.61, -2.80, -6.97], [6.57, -1.87, -7.09], [7.51, -1.87, -8.11], [7.46, -2.88, -9.05], [6.47, -3.85, -8.95], [5.58, -3.76, -7.90], [6.58, -1.10, -6.32], [8.27, -1.09, -8.16], [8.18, -2.91, -9.86], [6.40, -4.66, -9.67], [4.79, -4.50, -7.77], [8.91, 0.68, -5.03], [8.23, 0.12, -4.01], [8.84, -0.44, -2.90], [10.22, -0.43, -2.83], [10.95, 0.14, -3.87], [10.25, 0.68, -4.93], [7.15, 0.14, -4.11], [8.24, -0.87, -2.11], [10.73, -0.86, -1.97], [12.03, 0.17, -3.85], [10.77, 1.14, -5.77], [-1.49, -5.72, 3.06], [-0.23, -5.76, 2.60], [0.13, -5.46, 1.29], [-0.88, -5.11, 0.41], [-2.19, -5.06, 0.85], [-2.44, -5.38, 2.18], [0.52, -6.04, 3.33], [1.16, -5.50, 0.98], [-0.64, -4.87, -0.63], [-3.00, -4.79, 0.19], [-3.45, -5.35, 2.58], [-4.14, -5.44, -3.35], [-4.35, -6.24, -2.29], [-5.60, -6.46, -1.72], [-6.69, -5.81, -2.27], [-6.50, -4.98, -3.36], [-5.22, -4.83, -3.86], [-3.46, -6.72, -1.89], [-5.70, -7.12, -0.87], [-7.68, -5.96, -1.85], [-7.34, -4.46, -3.82], [-5.02, -4.19, -4.72], [-4.97, 1.05, 7.21], [-5.63, 0.49, 8.23], [-5.02, -0.07, 9.34], [-3.63, -0.04, 9.40], [-2.92, 0.53, 8.36], [-3.63, 1.07, 7.30], [-6.72, 0.49, 8.14], [-5.61, -0.51, 10.14], [-3.11, -0.47, 10.26], [-1.84, 0.57, 8.38], [-3.12, 1.53, 6.46], [-8.29, -4.54, -6.39], [-9.09, -5.25, -7.20], [-9.79, -4.70, -8.26], [-9.67, -3.34, -8.49], [-8.85, -2.58, -7.66], [-8.19, -3.23, -6.63], [-9.15, -6.31, -6.98], [-10.42, -5.32, -8.89], [-10.20, -2.87, -9.31], [-8.73, -1.51, -7.81], [-7.54, -2.68, -5.96], [-4.30, 1.40, 12.25], [-4.89, 2.55, 12.64], [-5.11, 2.89, 13.96], [-4.70, 2.01, 14.95], [-4.09, 0.82, 14.58], [-3.91, 0.57, 13.22], [-5.19, 3.20, 11.83], [-5.59, 3.83, 14.21], [-4.85, 2.24, 15.99], [-3.76, 0.10, 15.32], [-3.44, -0.35, 12.88]], "mulliken_charge": [-0.55, -0.50, 0.40, -0.48, 0.09, 0.23, -0.19, -0.25, -0.22, -0.54, -0.22, 0.21, 0.21, 0.19, 0.21, -0.30, -0.22, 0.15, 0.26, 0.26, 0.28, -0.27, -0.27, -0.46, -0.30, -0.15, -0.50, 0.36, 0.38, 0.46, 0.34, 0.39, -0.54, -0.06, -0.52, -0.51, -0.32, -0.24, 0.47, 0.57, 0.42, 0.36, 0.36, -0.21, -0.34, -0.83, -0.30, -0.58, -0.57, 0.79, 0.70, 0.49, 0.46, 0.45, -0.56, -0.37, 0.01, -0.54, -0.37, -0.04, 0.43, 0.37, 0.38, 0.41, 0.28, -0.28, 0.04, -0.62, -0.18, -0.51, -0.23, 0.27, 0.40, 0.36, 0.36, 0.38, -0.49, -0.20, -0.33, -0.47, -0.27, -0.36, 0.66, 0.31, 0.38, 0.38, 0.37, -0.58, -0.25, -0.49, 0.19, -0.50, -0.31, 0.34, 0.37, 0.49, 0.44, 0.36, -0.45, -0.40, -0.40, -0.35, -0.09, -0.17, 0.47, 0.39, 0.37, 0.22, 0.35, -0.33, -0.37, -0.36, 0.08, -0.75, 0.08, 0.37, 0.34, 0.28, 0.36, 0.26, -0.28, -0.23, -0.46, -0.13, -0.68, 0.06, 0.35, 0.34, 0.36, 0.35, 0.32, -0.21, -0.27, -0.47, -0.16, -0.61, 0.02, 0.36, 0.36, 0.35, 0.36, 0.29], "charge": -1, "homo_lumo_gap_ev": 6.17, "max_force_ha_per_bohr": 0.1107}